Record 1
A structure of composition C39H61BrF13N7O40PS9. Source: the Open Molecules 2025 dataset; level of theory: wB97M-V/def2-TZVPD.

The geometry in XYZ format:
```
171
Properties=species:S:1:pos:R:3:mulliken_charge:R:1
Br -2.39 -0.35 -2.53 0.0330
S 0.36 8.23 7.80 1.0264
S -5.62 5.07 1.36 1.0786
S -3.27 -1.62 -0.08 -0.1216
S -1.13 4.40 -4.77 1.0750
S 6.59 -7.56 0.91 1.0925
S 2.36 -12.27 3.68 1.0898
S 0.91 -4.06 -6.74 1.0693
S -4.39 -4.89 -1.19 1.1428
S -1.51 0.59 -9.01 1.1695
P -2.61 -0.95 2.75 0.1862
F 1.47 -3.30 -0.69 -0.3738
F 6.09 1.13 -1.16 -0.2960
F 4.81 -0.82 -3.00 -0.2977
F 5.48 -0.15 0.76 -0.2635
F 7.94 -2.43 0.92 -0.1907
F 4.22 -2.70 0.06 -0.2628
F 7.65 -0.53 -2.30 -0.2687
F 3.51 0.58 -1.57 -0.1952
F 8.42 0.02 0.77 -0.2011
F 9.47 -1.55 -0.69 -0.2381
F 1.39 -1.38 -2.11 -0.2526
F 3.78 -3.00 -2.26 -0.3725
F 6.68 -2.58 -1.55 -0.1738
O 2.19 -1.48 4.55 -0.5082
O 1.91 2.52 3.11 -0.4571
O -0.28 4.04 -3.67 -0.4668
O -0.03 -5.06 -6.27 -0.5462
O -0.18 7.34 6.80 -0.5132
O -0.14 1.05 -9.01 -0.5562
O 1.30 -3.94 -8.12 -0.5578
O -5.18 -5.98 -2.10 -0.2874
O -2.52 1.81 1.96 0.8837
O 0.40 -2.61 -6.22 -0.2336
O -1.65 -0.61 -10.11 -0.3718
O -4.73 6.01 1.99 -0.5854
O -5.04 4.72 -0.12 -0.1552
O -3.21 -5.53 -0.63 -0.5830
O 7.52 -7.32 1.99 -0.5699
O 2.84 0.34 3.04 -0.0235
O 7.28 -7.08 -0.48 -0.3512
O 1.94 4.11 -0.56 -0.5176
O 0.66 9.67 7.09 -0.3449
O -4.22 0.83 0.41 0.0086
O -1.75 -0.31 -7.68 0.0093
O 5.42 -6.42 0.98 -0.3209
O 1.48 7.89 8.64 -0.6039
O 5.96 -8.85 0.70 -0.4900
O -4.33 -3.64 -1.91 -0.4686
O -0.68 6.25 5.36 -0.1744
O 2.36 -10.69 4.07 -0.3288
O -2.34 5.17 -4.62 -0.6061
O 3.18 -12.14 2.27 -0.3215
O 3.21 -12.97 4.62 -0.5253
O -0.87 8.73 8.75 -0.3445
O -4.38 -0.91 2.90 -0.5057
O 1.01 -12.68 3.39 -0.5331
O -6.97 5.86 0.88 -0.3376
O -2.64 1.48 -9.17 -0.5140
O -1.51 3.04 -5.60 -0.2075
O 2.25 -4.16 -5.82 -0.3494
O -5.50 -4.75 0.00 -0.2702
O -0.22 5.10 -5.93 -0.3502
O -6.03 3.83 1.99 -0.6274
N -0.06 2.98 0.87 0.4560
N -0.43 1.56 -2.30 -0.5817
N -2.09 -0.80 4.45 -0.5253
N -0.48 0.47 1.33 1.2901
N -2.32 0.74 -1.03 -0.1751
N -5.99 -0.22 -1.46 -0.5664
N -2.35 4.42 2.48 -0.0425
C 3.61 -2.02 -1.12 0.6591
C -6.08 4.92 -1.08 -0.3818
C -3.12 2.02 3.23 -0.0902
C -2.88 0.18 0.21 -0.0109
C 2.83 -0.32 4.38 0.5770
C -2.01 0.49 1.61 -1.1993
C 3.63 0.34 5.69 -0.9729
C -0.03 -0.84 0.69 -0.3229
C 5.72 -0.27 -0.72 0.4560
C 1.99 -1.91 -0.87 0.5812
C -1.69 -1.87 -9.43 -0.3564
C 3.31 -10.76 1.92 -0.1798
C -1.18 1.67 -0.95 0.0629
C -0.16 1.54 0.32 -0.8876
C -0.78 7.69 3.31 -1.0769
C 4.35 -0.64 -1.57 0.6107
C -1.16 4.95 3.23 -0.6966
C 0.79 3.71 0.04 0.5723
C 7.02 -1.20 -1.11 0.5481
C -6.24 -6.54 -1.33 -0.4051
C -1.19 3.23 -6.98 0.4593
C -6.91 6.07 -0.53 -0.4084
C -0.43 10.55 7.33 -0.2669
C 3.31 -10.01 3.25 -0.2790
C 1.62 1.20 2.90 -0.4540
C -2.30 -1.57 -8.06 -0.3527
C 0.17 0.55 2.67 0.3066
C 1.10 -2.26 -5.03 -0.3673
C -5.23 0.11 -0.43 0.3584
C 6.46 -6.08 -1.09 -0.3324
C 8.18 -1.26 0.05 0.5463
C 0.01 4.17 -6.98 -0.4123
C -6.69 -5.43 -0.39 -0.3322
C 5.74 -5.38 0.06 0.1934
C -3.33 3.68 3.36 -0.6228
C -0.96 10.15 8.71 -0.3523
C 2.48 -2.90 -5.18 0.3577
C -1.42 6.35 4.06 0.7504
C 1.57 -1.09 0.51 -0.9779
H -5.65 5.16 -2.06 0.3497
H 0.94 3.63 -6.76 0.3040
H -2.06 3.70 -7.46 0.3262
H -7.34 -4.71 -0.91 0.2993
H -6.43 7.04 -0.71 0.2916
H -3.10 4.01 4.48 0.2489
H -1.63 2.78 -0.99 0.3360
H -0.67 -2.24 -9.34 0.2733
H 4.79 0.07 5.63 0.3123
H 3.55 1.53 5.65 0.2915
H -1.18 10.38 6.55 0.2172
H 6.40 -4.67 0.56 0.0826
H -7.04 -6.90 -1.98 0.3146
H -7.92 6.09 -0.95 0.3260
H -2.13 -2.42 -0.23 0.3213
H 0.92 1.44 -0.19 0.6379
H -4.45 3.99 3.17 0.3890
H 1.94 -1.78 1.41 0.3860
H -0.39 -1.81 1.28 0.7652
H -0.76 5.30 5.72 0.2187
H -1.29 -1.48 4.60 0.2763
H -0.99 2.20 -2.94 0.0727
H -2.00 10.47 8.86 0.3144
H -0.34 10.56 9.51 0.2868
H -0.54 1.08 3.48 0.1824
H -0.47 -1.00 -0.41 -0.2063
H 0.50 2.02 -2.24 0.2541
H 4.23 -10.60 1.36 0.2181
H 2.45 -10.48 1.31 0.2902
H -6.66 4.00 -1.15 0.3071
H 0.12 4.69 -7.94 0.3529
H -4.63 -0.63 3.84 0.2992
H 3.03 -8.96 3.13 0.2716
H -0.31 5.20 2.43 -0.1521
H 2.24 -0.13 0.54 0.2008
H -2.89 -1.15 5.04 0.3040
H -3.38 -1.46 -8.13 0.3075
H 0.24 -0.58 3.07 0.3904
H -2.82 5.15 1.89 0.3016
H -2.57 6.51 4.26 0.1552
H -5.83 -7.39 -0.77 0.3037
H 4.83 -4.87 -0.27 -0.0161
H -0.98 2.28 -7.46 -0.6731
H 0.31 7.91 3.71 0.2827
H 3.21 -0.09 6.71 0.3275
H 7.08 -5.39 -1.67 0.2869
H -2.46 1.78 4.20 0.2362
H 4.29 -10.08 3.74 0.3153
H 2.98 -3.04 -4.22 -0.2701
H -2.05 -2.34 -7.33 0.2448
H -7.21 -5.81 0.49 0.3061
H -4.24 1.62 3.37 0.0185
H -0.78 7.59 2.14 0.2735
H -0.10 11.59 7.30 0.3277
H -0.70 4.08 3.91 0.0609
H -1.43 8.62 3.65 0.2449
H -2.29 -2.58 -10.00 0.3228
H 3.12 -2.30 -5.84 0.3203
H 5.75 -6.58 -1.76 0.3667
H 1.16 -1.18 -4.91 0.2989
H 0.57 -2.70 -4.18 0.2989
```

As for the HOMO-LUMO gap: 6.033 eV. The calculation puts the molar mass at 1914.4 g/mol. Its charge is +1. Its HOMO energy is -0.375 hartree. The calculation puts the energy at -12711.45693 Eh.

Record 2
A cluster of 6 separate species, C39H61FN6O3 in total. Source: the Open Molecules 2025 dataset; level of theory: wB97M-V/def2-TZVPD.

The geometry in XYZ format:
```
110
Properties=species:S:1:pos:R:3:mulliken_charge:R:1
F -2.37 -4.48 -1.42 -0.1983
O 3.68 0.69 -1.96 -0.4145
O -3.17 -5.13 1.16 -0.5536
O -2.60 -1.77 -1.80 -0.5213
N -7.98 -0.26 2.47 -0.5631
N 3.92 -3.17 -1.62 -0.5332
N -3.23 -3.71 -0.69 0.2047
N 3.93 3.82 0.40 -0.4680
N 8.30 3.71 2.34 -0.4672
N 2.15 -1.40 4.35 -0.3945
C 1.30 0.86 -2.12 -0.0227
C 2.25 -2.70 -3.57 -0.1205
C 5.01 2.86 3.56 -0.2902
C -1.49 2.36 -2.15 0.0994
C 4.80 4.19 2.83 -0.5073
C 8.49 1.66 -0.86 -1.1560
C -4.47 -2.62 2.53 -0.7590
C -7.91 -2.45 1.06 -0.2258
C 4.82 0.65 -1.12 -0.3877
C 1.02 2.29 -2.59 -0.6831
C -3.40 -4.06 0.67 -0.3569
C -8.97 -1.41 -1.00 -1.4210
C -4.68 -0.28 1.95 -0.5420
C -3.82 3.41 -1.62 -0.8761
C 3.37 -4.28 -5.21 -1.1992
C -0.29 -4.28 4.06 -0.8668
C -4.14 -0.47 0.67 1.2050
C -5.14 2.65 -1.41 -1.1848
C -0.38 2.45 -3.19 -0.8567
C 8.97 4.05 -0.16 -0.4811
C -0.13 -2.12 5.39 -0.2052
C -3.74 -1.77 0.38 0.8641
C -5.12 1.70 -0.22 -0.7025
C 3.18 -2.96 -2.48 0.2876
C 2.08 -3.91 -4.50 -0.5390
C -2.87 2.79 -2.67 -0.8478
C 1.15 -1.72 4.81 0.1802
C 4.31 3.98 1.47 0.2709
C 8.19 3.13 -1.10 -0.2704
C 8.60 3.86 1.24 0.2912
C -4.00 0.66 -0.30 -0.1032
C -7.77 -2.15 -0.43 0.0532
C -3.90 -2.81 1.29 -0.0772
C -0.29 -3.65 5.45 -0.4679
C 2.50 0.74 -1.20 -0.5018
C -4.85 -1.33 2.85 -0.9450
C 3.72 2.07 3.75 -1.0612
C -3.11 -2.30 -0.86 0.0236
C -7.98 -1.23 1.86 0.2894
H -5.36 2.08 -2.32 0.4464
H -3.30 3.51 -0.67 0.4321
H 2.62 -1.84 -4.13 0.2718
H -9.10 -0.44 -0.53 0.3552
H 5.74 4.74 2.79 0.2813
H 4.72 1.37 -0.31 0.0697
H -7.62 -3.09 -0.95 0.4106
H 2.99 2.65 4.32 0.3019
H -1.22 -3.87 5.97 0.2989
H 8.20 1.36 0.15 0.2874
H 9.56 1.45 -0.97 0.3921
H -0.44 -5.36 4.13 0.3333
H 1.78 2.59 -3.31 0.3592
H 5.73 2.26 2.99 0.2181
H -5.03 0.70 2.22 0.3545
H 0.66 -4.11 3.55 0.3638
H 3.21 -5.12 -5.89 0.3507
H 5.69 0.93 -1.72 0.1353
H -7.06 -3.04 1.42 0.0390
H 0.44 0.44 -1.60 0.1105
H -8.81 -3.04 1.25 0.4667
H 8.80 5.10 -0.41 0.2902
H -9.89 -1.98 -0.86 0.3744
H -1.09 -3.87 3.44 0.0461
H 4.15 -4.57 -4.50 0.3510
H 4.97 -0.36 -0.72 0.3212
H 1.29 -2.42 -3.14 0.2174
H 3.27 1.81 2.79 0.1902
H -4.06 4.42 -1.94 0.4696
H 1.11 2.97 -1.73 0.3646
H 7.12 3.32 -0.98 0.2036
H -6.09 1.21 -0.11 0.2359
H -5.96 3.36 -1.26 0.4144
H -3.06 1.17 -0.09 0.3560
H 3.75 -3.44 -5.80 0.3166
H 10.05 3.87 -0.26 0.3143
H -1.57 1.32 -1.83 -0.4190
H 0.52 -4.07 6.05 0.3174
H -4.61 -3.45 3.21 0.6153
H -0.93 -1.69 4.79 0.1043
H 1.48 0.22 -2.99 0.0369
H 1.72 -4.76 -3.92 0.3230
H -0.53 1.65 -3.92 0.2782
H 4.09 4.81 3.37 0.3339
H 1.31 -3.67 -5.23 0.3270
H -0.45 3.40 -3.73 0.4386
H -6.86 -1.56 -0.59 -0.1063
H -8.85 -1.24 -2.07 0.3782
H -0.21 -1.69 6.39 0.3039
H -5.32 -1.14 3.80 0.4496
H 8.45 3.40 -2.13 0.3323
H 5.47 3.07 4.52 0.3713
H 7.95 1.03 -1.56 0.3178
H -4.96 2.30 0.68 0.3404
H 2.41 -0.18 -0.60 0.3891
H 2.51 1.58 -0.50 0.1592
H -3.36 1.91 -3.09 0.4032
H -3.93 0.25 -1.31 0.2821
H -2.75 3.49 -3.50 0.5686
H -1.22 2.96 -1.28 0.3595
H 3.90 1.14 4.29 0.3543
```

As for the HOMO-LUMO gap: 8.350 eV. The calculation puts the molar mass at 681.0 g/mol. Its HOMO energy is -0.336 hartree. The SMILES is COCCCCCCCCCCc1cccc2c1C(=O)N(F)C2=O.CCCC#N.CCCC#N.CCCC#N.CCCC#N.CCCC#N. The calculation puts the energy at -2176.69952 Eh.

Record 3
A cluster of 9 separate species, C39H61N9O14 in total. Source: the Open Molecules 2025 dataset; level of theory: wB97M-V/def2-TZVPD.

The geometry in XYZ format:
```
123
Properties=species:S:1:pos:R:3:mulliken_charge:R:1
O 0.54 -4.98 -0.11 -0.6653
O -0.06 -0.70 -2.48 -0.4216
O -3.11 1.95 -4.29 -0.5434
O 3.85 -1.94 3.50 -0.5825
O 2.63 -3.56 2.63 -0.4781
O -1.66 -2.45 8.44 -0.5532
O -0.94 0.59 3.29 -0.5684
O 3.50 0.89 -2.38 -0.4587
O 4.79 -3.41 2.07 -0.6500
O 2.22 0.10 -4.00 -0.5315
O 2.56 5.39 -3.74 -0.5304
O -3.71 -3.36 8.55 -0.5482
O -3.79 -3.44 0.00 -0.5399
O 3.04 4.59 -1.68 -0.5085
N -2.67 -3.00 8.00 0.8836
N -5.14 2.87 -4.34 0.1780
N 3.70 -2.91 2.67 0.7319
N -0.74 -5.94 1.42 0.2166
N -4.44 -1.33 -0.48 0.2289
N 3.30 0.18 -3.44 0.9323
N 3.19 5.41 -2.66 0.8452
N 0.25 -0.09 -1.47 1.4587
N 0.17 0.64 5.24 0.1764
C 0.71 2.28 -0.67 -1.4428
C -0.37 -1.43 0.55 -1.1566
C -4.27 -0.80 0.89 -0.5088
C -6.73 2.72 -4.60 -0.8264
C 5.50 8.24 -1.13 -0.3513
C 1.66 0.26 0.58 -2.9742
C -0.65 1.14 4.43 -0.3315
C -5.06 -0.39 -1.42 -1.3720
C 0.37 -5.29 1.05 -0.3018
C -4.29 1.79 -4.45 -0.0227
C -1.64 1.46 -1.05 -2.0868
C 4.17 6.55 -2.61 0.2428
C 4.59 7.03 -1.11 -0.4559
C 6.93 -1.37 -3.70 -0.5379
C -3.60 -4.55 6.02 -0.5775
C 4.58 -0.84 -5.51 -0.3040
C 5.88 -1.49 -6.12 -0.9262
C 5.69 8.50 -3.64 -0.4255
C 4.74 7.27 -3.80 -0.2528
C 4.48 -0.42 -4.11 0.1005
C -3.72 -4.76 4.55 -0.5142
C -4.27 -2.69 -0.85 -0.3043
C 6.09 8.87 -2.26 -0.4566
C 1.10 -0.50 4.92 -0.6352
C 6.90 -1.78 -5.19 -0.3940
C -2.78 -3.28 6.52 -0.0180
C -0.88 -6.31 2.83 -1.1712
C -2.07 -2.79 4.01 0.1519
C 0.89 1.61 0.75 -0.8713
C -4.73 4.13 -3.87 -0.9296
C -1.83 -6.18 0.48 -0.7109
C -2.85 -3.82 3.65 -0.2282
C -0.25 1.42 -1.57 1.7947
C -1.99 -2.37 5.47 -0.2782
C 1.75 -1.93 -0.64 -2.0096
C 0.82 -0.76 -0.24 1.0089
C 0.33 1.31 6.51 -1.0342
C -0.07 1.99 -2.91 -2.1794
C 5.76 -0.60 -3.13 -0.0612
H -7.35 3.55 -4.37 0.3582
H -2.00 2.51 -1.13 0.3148
H -0.39 1.31 -3.63 0.6397
H 0.69 -1.37 5.47 0.2668
H 2.45 -1.63 -1.09 1.4603
H -3.26 -1.11 1.17 -0.0901
H -4.46 0.18 0.87 0.3739
H 2.30 0.53 -0.08 0.9544
H 7.83 -1.44 -3.10 0.3768
H -1.63 -6.99 -0.26 0.2977
H -2.66 -6.42 1.19 0.3017
H -6.80 2.71 -5.81 0.2852
H -0.29 -7.27 3.14 0.3513
H -0.14 1.50 1.16 0.1399
H -1.76 -6.61 3.29 0.4716
H -4.10 4.73 -4.79 0.2453
H 0.71 -0.61 3.96 -0.0837
H -0.89 -2.25 0.13 1.0610
H -1.05 1.96 4.68 0.7690
H -4.11 -5.24 6.65 0.4708
H 1.10 -5.23 1.77 0.7327
H -4.58 -0.22 -2.29 0.5625
H 4.21 6.47 -0.38 0.5973
H 5.97 8.59 -0.11 0.2235
H 1.79 2.28 -0.93 -0.1351
H -0.60 -5.67 3.75 0.3612
H -4.65 -2.80 -1.77 0.6331
H 0.12 -1.70 1.62 -0.0960
H 2.43 -2.40 0.22 0.0626
H 7.77 -2.27 -5.48 0.3929
H -1.78 0.93 -0.15 0.4303
H -0.29 0.85 7.29 0.3478
H -0.76 2.98 -2.80 0.2417
H -4.05 4.09 -3.18 0.3222
H 5.87 9.22 -4.49 0.3126
H 1.47 2.23 1.36 0.6661
H -2.89 -3.80 2.53 0.2657
H -1.52 -1.65 6.10 0.3596
H -2.21 0.78 -1.61 0.6257
H 2.07 -0.33 5.15 0.5540
H 0.98 -2.82 -1.00 0.0831
H -6.09 -0.63 -1.72 0.4778
H -5.20 0.66 -1.06 0.3265
H -2.22 -5.35 -0.15 0.1664
H 0.20 2.38 6.55 0.3507
H 5.63 -0.17 -1.94 0.2256
H 3.73 -0.57 -6.09 0.4436
H 1.33 1.11 6.94 0.3308
H -1.65 -2.39 3.15 0.3019
H 6.02 -1.67 -6.97 0.7566
H -1.06 -0.67 0.82 -0.1164
H -4.73 0.68 -4.50 0.3586
H 6.68 9.66 -2.16 0.4892
H 1.97 -0.12 1.38 1.3873
H -4.88 -1.16 1.78 0.2797
H 0.88 2.02 -3.24 0.6534
H 4.56 6.73 -4.84 0.2649
H 0.32 3.19 -0.81 1.2098
H -7.25 1.80 -4.15 0.2503
H -5.56 4.73 -3.49 0.3313
H -4.59 -5.47 4.11 0.2840
```

As for the HOMO-LUMO gap: 4.497 eV. The calculation puts the molar mass at 880.0 g/mol. Its HOMO energy is -0.252 hartree. The calculation puts the energy at -3067.48679 Eh.